# C48H121BN11O19

12 unconnected molecules or ions with the total composition C48H121BN11O19 in a non-equilibrium geometry (ωB97M-V/def2-TZVPD, OMol25).

## Properties
LUMO energy	1.501	eV
HOMO-LUMO gap	8.66	eV
ΔE to the lowest compared entry with this formula, charge and spin	795.5	kJ/mol
largest force on an atom	4.11	eV/Å
charge	-1

```
200
Properties=species:S:1:pos:R:3:forces:R:3:mulliken_charge:R:1
O 1.0773 -1.2297 -3.8919 -1.2 0.4 1.5 -0.638
C 0.6761 -1.0908 -2.7444 2.5 1.1 -1.6 0.627
O 0.8178 0.0058 -1.9999 0.3 0.6 -1.1 -0.473
B 0.4100 -0.1829 -0.5994 -0.3 -0.8 -1.0 0.961
O 0.0873 -1.6035 -0.6088 0.2 -2.0 -0.4 -0.508
C 0.3252 -2.1979 -1.8221 -0.5 0.1 2.6 0.578
O 0.3712 -3.3715 -2.0331 -0.3 0.0 -0.1 -0.598
O -0.8033 0.5598 -0.3564 -1.5 2.8 2.6 -0.433
C -0.6775 1.3632 0.7762 0.7 -0.8 0.3 0.510
O -1.4354 2.0838 1.4033 0.9 -1.6 -2.1 -0.606
C 0.8258 1.0839 1.2358 -0.1 1.0 0.1 0.643
O 1.3805 0.2308 0.4235 -0.2 -1.0 -1.2 -0.440
O 1.4285 1.6226 2.1183 -0.5 0.3 0.5 -0.624
C 0.5605 -14.8049 -6.3457 0.6 1.4 1.7 -1.186
C -0.2102 -13.7302 -7.1265 0.4 0.8 1.4 0.575
C 0.3807 -12.2912 -7.2814 1.4 -1.0 1.2 -0.813
O 1.0437 -11.9674 -6.0327 -1.3 0.0 -0.4 -0.262
C 1.9394 -10.8903 -6.0563 1.0 0.0 -0.8 -0.806
N -0.5067 -14.2839 -8.3736 -1.6 -0.6 -2.9 -0.710
H 0.3036 -15.8631 -6.3937 -0.5 0.3 -1.0 0.361
H 0.3516 -14.5713 -5.3017 0.5 0.0 0.4 0.304
H 1.6353 -14.7074 -6.4984 0.1 -0.1 -0.1 0.266
H -1.1046 -13.4778 -6.5570 -0.4 -0.5 0.2 0.151
H -0.4317 -11.6110 -7.5376 -0.2 0.2 0.3 0.348
H 1.0842 -12.2175 -8.1106 0.4 -0.3 -0.1 0.423
H 2.9056 -11.2685 -6.3904 0.4 0.0 -0.1 0.305
H 2.1179 -10.4301 -5.0845 -0.5 -0.3 0.2 0.244
H 1.7037 -10.0950 -6.7634 -0.5 0.1 0.0 0.319
H -1.4838 -14.5383 -8.3986 -0.1 -0.6 0.0 0.260
H -0.4690 -13.6598 -9.1667 0.5 0.5 0.0 0.222
C -0.6795 8.8003 6.0312 -0.4 2.8 -0.7 -1.452
C -0.3401 8.6495 7.4663 -0.2 1.6 2.8 0.375
C -1.3370 9.1068 8.6726 -0.7 -1.2 -1.7 -0.574
O -1.7991 10.4296 8.5783 -0.1 0.6 -0.6 -0.323
C -3.0656 10.7186 9.1198 -0.4 0.8 0.4 -0.760
N -0.0459 7.2788 7.6387 0.0 -1.7 0.9 -0.750
H -1.6570 8.4575 5.6920 -0.1 -0.2 0.3 0.326
H 0.0870 8.3611 5.3927 0.0 -0.1 0.1 0.484
H -0.6241 9.8756 5.8617 -0.3 0.2 -0.7 0.308
H 0.5373 9.2142 7.7816 0.4 0.2 -0.8 0.235
H -0.9322 8.9382 9.6705 0.7 -0.2 -0.2 0.367
H -2.1817 8.4224 8.5938 -0.4 -0.2 0.0 0.290
H -3.1910 10.4468 10.1679 0.3 -0.5 0.1 0.314
H -3.9562 10.4029 8.5765 0.3 -0.9 -0.4 0.289
H -3.2291 11.7963 9.1232 0.6 0.2 -0.1 0.283
H -0.9245 6.8624 7.3653 -0.3 -0.9 0.3 0.291
H 0.5177 7.0668 6.8279 0.6 -0.5 0.2 0.298
C 4.4191 3.5353 -7.7977 0.1 1.5 0.7 -1.459
C 3.0427 4.1297 -8.1629 0.1 -0.2 -2.4 0.338
C 3.0298 5.2528 -9.2979 -0.4 0.4 0.9 -0.732
O 1.7148 5.7934 -9.5165 0.2 1.4 1.1 -0.291
C 1.7923 7.0684 -10.2235 -0.1 -1.2 0.1 -0.763
N 2.2531 3.0536 -8.7510 -0.2 -0.8 0.6 -0.706
H 5.0940 3.2628 -8.6091 -0.2 0.5 -0.4 0.354
H 4.3733 2.6268 -7.1971 -0.6 0.1 0.2 0.446
H 4.8366 4.3117 -7.1566 0.9 -0.2 0.0 0.334
H 2.5324 4.4358 -7.2497 0.1 0.5 -0.2 0.364
H 3.3354 4.8825 -10.2764 0.5 -0.7 0.1 0.307
H 3.6752 6.1031 -9.0774 0.4 -0.1 0.4 0.418
H 0.9094 7.6972 -10.1090 -0.9 -1.1 -0.4 0.277
H 2.0366 6.6961 -11.2184 -0.2 1.1 -0.5 0.310
H 2.4732 7.8540 -9.8960 1.2 -0.8 0.5 0.296
H 2.8817 2.5940 -9.3942 0.0 0.1 -0.9 0.254
H 2.3272 2.3707 -8.0105 -1.0 -0.6 0.3 0.254
C 11.1956 -1.9943 -7.9317 -1.5 -0.7 0.9 -1.386
C 10.6629 -2.4659 -6.4984 -0.1 0.2 -2.5 0.412
C 9.3039 -3.2382 -6.6635 0.7 1.0 -1.4 -0.768
O 8.6586 -3.5564 -5.5216 -0.1 -0.4 2.8 -0.366
C 7.2671 -3.7700 -5.6004 0.2 0.3 0.2 -0.671
N 11.7258 -3.2259 -5.9114 0.8 -0.1 1.1 -0.707
H 10.6180 -1.1196 -8.2308 0.1 -0.1 -0.5 0.327
H 11.0426 -2.8608 -8.5750 0.0 0.3 -0.5 0.335
H 12.2600 -1.7595 -7.9343 -0.1 0.1 0.3 0.443
H 10.5555 -1.5028 -5.9996 -0.4 -0.4 0.8 0.308
H 9.3887 -4.1722 -7.2190 0.8 -0.1 -0.7 0.288
H 8.6186 -2.6077 -7.2300 0.2 0.4 -0.6 0.394
H 6.7988 -2.9564 -5.0464 -0.4 0.0 -0.1 0.243
H 7.0133 -4.7151 -5.1201 0.0 0.0 -0.1 0.232
H 6.9141 -3.7717 -6.6316 -0.1 0.0 -0.1 0.364
H 12.4922 -2.5711 -5.9741 0.5 0.1 0.7 0.280
H 12.0840 -3.9374 -6.5323 -0.6 -0.6 -0.3 0.273
C -4.3157 4.0328 -4.5684 -0.9 -0.5 0.3 -1.430
C -3.7992 3.4184 -5.8779 0.2 -2.7 0.9 0.379
C -4.5304 2.0823 -6.3063 1.3 0.3 1.6 -0.882
O -3.8892 1.4669 -7.4175 -1.6 0.5 -0.5 -0.281
C -4.7751 0.6713 -8.2260 0.8 0.1 0.6 -0.710
N -3.8509 4.3215 -6.9631 0.3 0.8 -0.4 -0.612
H -5.2807 4.5048 -4.7527 -0.2 0.1 -0.1 0.336
H -3.6984 4.7987 -4.0988 0.4 0.0 -0.5 0.386
H -4.4930 3.3174 -3.7654 0.1 -0.3 -0.1 0.355
H -2.7693 3.1140 -5.6916 0.3 0.1 -0.2 0.264
H -5.5965 2.3047 -6.3509 -0.3 -0.1 -0.9 0.426
H -4.4183 1.3569 -5.5005 -0.2 0.1 0.5 0.375
H -5.0173 -0.2854 -7.7632 0.3 -0.3 0.3 0.284
H -4.1975 0.4916 -9.1328 -0.5 0.0 -0.1 0.229
H -5.7573 1.1162 -8.3851 0.2 0.6 -0.4 0.312
H -3.4872 5.1518 -6.5177 0.0 0.8 -0.7 0.289
H -4.8353 4.4755 -7.1281 -0.3 0.4 -0.3 0.279
C -8.1057 -1.4266 -2.3309 -0.4 -0.6 0.7 -1.278
C -7.5847 -2.4290 -1.2556 -0.7 -0.5 -1.5 0.442
C -6.3812 -3.1941 -1.7785 0.2 -0.8 0.6 -0.835
O -6.7155 -4.1275 -2.8353 1.5 1.0 0.3 -0.340
C -5.4799 -4.6593 -3.4177 -1.5 -0.2 1.1 -0.718
N -7.2918 -1.8229 -0.0008 0.6 0.4 0.9 -0.602
H -8.3449 -1.8665 -3.2991 0.6 -0.2 -0.1 0.334
H -7.3874 -0.6089 -2.3891 -0.1 0.1 -0.3 0.306
H -9.0855 -1.0601 -2.0245 0.1 0.4 0.4 0.354
H -8.3483 -3.1513 -0.9672 -0.3 -0.3 -0.8 0.157
H -5.9003 -3.7116 -0.9484 -0.5 -0.8 0.4 0.467
H -5.5398 -2.5220 -1.9469 -0.1 0.6 -1.3 0.416
H -4.8995 -5.1120 -2.6138 0.4 0.2 0.1 0.319
H -4.9222 -3.8754 -3.9300 0.0 -0.2 -0.1 0.289
H -5.7938 -5.5045 -4.0303 0.1 0.4 -0.4 0.246
H -7.9887 -1.1279 0.2260 0.2 0.1 0.1 0.226
H -6.3618 -1.4333 0.0573 0.0 0.3 0.0 0.218
C -0.9442 -10.7903 -0.1102 0.1 -0.7 0.6 -1.221
C -0.2556 -10.3994 1.2537 0.6 0.5 -2.0 0.457
C 1.3293 -10.5332 1.3008 -1.6 -1.6 -0.5 -0.627
O 1.6327 -11.8649 1.7093 2.3 0.7 1.8 -0.440
C 1.4153 -12.9102 0.8037 -1.4 0.7 0.4 -0.586
N -0.6256 -9.0317 1.5614 0.5 0.7 0.4 -0.765
H -0.7939 -10.1578 -0.9851 0.8 0.3 0.3 0.318
H -2.0328 -10.8026 -0.0554 -0.1 0.1 0.6 0.353
H -0.6761 -11.8101 -0.3866 0.1 0.1 -0.1 0.331
H -0.6470 -11.0536 2.0328 0.1 0.0 0.0 0.228
H 1.7430 -9.8190 2.0128 -0.1 -0.4 0.4 0.335
H 1.8435 -10.3012 0.3681 -0.3 0.0 -0.5 0.332
H 1.6707 -12.5006 -0.1736 -0.6 -0.7 -0.5 0.305
H 0.3869 -13.1364 1.0853 -0.7 -0.4 -1.7 0.194
H 1.8588 -13.8875 0.9941 1.2 0.6 0.4 0.248
H 0.1139 -8.7221 2.1757 -0.3 0.2 1.2 0.258
H -0.3519 -8.4170 0.8082 -0.6 -0.1 -1.0 0.280
C 5.1535 1.2653 9.7003 -1.7 -0.2 0.3 -1.540
C 6.0282 0.6708 10.7788 -0.9 -1.1 -0.5 0.846
C 6.0647 -0.9019 10.8761 -0.8 0.8 0.9 -0.652
O 4.8086 -1.4582 11.3853 1.2 0.8 0.6 -0.321
C 4.6534 -1.4176 12.8366 -0.3 0.2 -1.4 -0.701
N 7.3289 1.1972 10.5431 1.5 0.4 0.1 -0.723
H 4.1433 0.8679 9.7985 -0.1 -0.4 -0.2 0.362
H 5.4458 1.1605 8.6555 0.4 -0.1 0.2 0.366
H 4.9554 2.3109 9.9363 0.5 0.3 -0.2 0.397
H 5.5937 1.0069 11.7202 -0.1 0.0 0.4 0.020
H 6.8699 -1.1179 11.5784 0.1 -0.2 0.2 0.282
H 6.3183 -1.4099 9.9456 -0.3 0.2 -0.1 0.333
H 3.6069 -1.6925 12.9684 0.2 -0.4 0.3 0.257
H 4.7570 -0.4347 13.2961 0.2 0.4 -0.4 0.298
H 5.3601 -2.0644 13.3566 -0.1 -0.4 -0.2 0.279
H 7.9299 1.1730 11.3545 0.1 -0.3 0.2 0.223
H 7.2475 2.1801 10.3253 0.0 0.1 -0.2 0.273
C -5.0112 -3.4734 7.8548 1.3 0.9 0.0 -1.192
C -4.9869 -2.3402 6.8160 0.0 -0.8 1.0 0.254
C -3.7532 -2.4506 5.8736 0.4 -1.0 0.7 -0.662
O -2.4578 -2.7221 6.4502 -0.7 -0.3 -0.4 -0.372
C -1.7950 -1.7168 7.1264 0.7 0.4 1.1 -0.736
N -6.2611 -2.4399 6.0979 0.9 0.4 -0.4 -0.680
H -3.9827 -3.4479 8.2150 0.0 -0.7 0.4 0.280
H -5.2204 -4.4457 7.4087 0.0 0.0 0.0 0.377
H -5.6701 -3.2777 8.7008 -0.2 0.0 -0.2 0.313
H -4.9412 -1.4144 7.3895 -0.1 0.3 -0.2 0.262
H -3.7056 -1.5898 5.2067 0.0 0.1 -0.2 0.430
H -3.8483 -3.3925 5.3334 -0.5 0.3 -0.6 0.270
H -0.7899 -2.0297 7.4090 0.2 -0.5 -0.6 0.278
H -2.1994 -1.5709 8.1280 -0.7 0.6 0.0 0.273
H -1.6587 -0.7915 6.5667 -0.4 0.2 -0.1 0.314
H -6.0717 -2.0608 5.1810 -0.5 0.3 -0.5 0.275
H -6.3470 -3.4329 5.9348 -0.4 -0.2 -0.2 0.316
C -8.1586 8.0237 5.2463 0.4 -0.8 -0.6 -1.367
C -7.2508 6.8312 5.6785 -1.0 2.3 0.6 0.328
C -8.0153 6.0773 6.7545 -2.5 -0.6 0.0 -0.832
O -7.6161 4.7547 6.9735 2.4 -0.3 0.2 -0.477
C -6.4127 4.7770 7.7276 0.0 -0.6 2.2 -0.806
N -7.1041 5.9184 4.5417 0.4 -0.2 1.4 -0.791
H -7.8408 8.3527 4.2569 0.3 0.2 0.1 0.359
H -8.2514 8.8798 5.9146 0.0 -0.2 0.2 0.332
H -9.1154 7.5408 5.0478 -0.3 0.4 0.2 0.316
H -6.3178 7.1884 6.1146 0.3 0.1 -0.2 0.330
H -9.0289 5.8663 6.4136 -0.3 0.6 -0.6 0.381
H -8.2250 6.5098 7.7328 0.7 0.8 0.0 0.617
H -5.3903 4.8155 7.3514 -0.3 0.0 -1.5 0.289
H -6.4068 3.9061 8.3830 -0.1 -0.2 -0.1 0.309
H -6.4373 5.6203 8.4177 -0.2 0.2 0.1 0.366
H -6.1105 5.7907 4.4132 0.4 0.3 -0.7 0.283
H -7.2593 5.1443 5.1716 -0.3 -1.9 -1.3 0.364
C 3.6763 7.2975 -0.9349 0.4 0.7 -0.5 -1.360
C 3.3385 8.7123 -1.5130 2.1 -0.9 0.9 0.367
C 4.6249 9.6206 -1.2692 -1.7 -0.6 0.5 -0.816
O 4.3127 10.9598 -1.5912 0.5 0.3 0.3 -0.335
C 5.4883 11.7146 -1.3980 0.4 0.6 -0.7 -0.776
N 3.1519 8.6983 -2.9631 -0.5 0.2 0.6 -0.767
H 3.5891 7.2678 0.1512 -0.1 0.1 -0.1 0.351
H 4.7217 7.1034 -1.1751 0.2 -0.2 0.1 0.297
H 3.1319 6.4573 -1.3660 -0.4 0.3 0.0 0.388
H 2.4658 9.0716 -0.9676 0.0 0.4 -0.4 0.334
H 5.4205 9.2664 -1.9247 0.1 -0.3 -0.2 0.332
H 5.0173 9.6043 -0.2524 -0.1 -0.3 0.3 0.474
H 5.9374 11.6340 -0.4081 -0.3 -0.2 0.3 0.299
H 5.3396 12.7714 -1.6198 -0.5 -0.1 0.1 0.274
H 6.2614 11.3996 -2.0989 0.2 -0.3 -0.2 0.330
H 4.0001 8.2980 -3.3379 0.1 -0.4 -0.3 0.277
H 3.2649 9.6825 -3.1598 -0.4 0.3 -0.8 0.330
```
Positions in Å, forces in eV/Å.